# 1
{
  "formula": "C3H14N2O2",
  "method": "wB97M-V/def2-TZVPD",
  "smiles": "CCNCN.O.O",
  "gap_ev": 9.06,
  "e_lumo_ev": 0.83,
  "total_charge": 0,
  "elements": ["C", "C", "N", "C", "N", "H", "H", "H", "H", "H", "H", "H", "H", "H", "H", "O", "H", "H", "O", "H", "H"],
  "coordinates": [[-1.334674, 0.407073, -0.391772], [-0.387000, 0.147490, 0.752600], [0.821479, -0.543528, 0.320826], [1.526681, -1.340834, 1.266766], [0.858277, -2.434857, 1.951793], [-1.466279, -0.531008, -0.944763], [-2.294505, 0.858457, -0.129885], [-0.882033, 1.071734, -1.128346], [-0.815272, -0.515785, 1.482805], [-0.305250, 1.074668, 1.385876], [0.806551, -0.657118, -0.677200], [2.317127, -1.906765, 0.775092], [2.130132, -0.683818, 1.913832], [0.017672, -2.762923, 1.475504], [0.390409, -2.308742, 2.850142], [3.500680, 3.398370, 0.583777], [3.588391, 3.944872, 1.364267], [4.353234, 3.462135, 0.135193], [-3.908107, -0.253700, -4.460293], [-4.177819, -0.046555, -3.578286], [-4.739694, -0.379165, -4.947919]],
  "atomic_forces_ev_per_a": [[0.30, -0.27, -0.82], [-0.04, 0.23, 1.23], [-1.07, 1.63, -0.05], [1.47, -0.44, -0.66], [-1.97, -0.73, 1.13], [-0.44, 0.05, 0.17], [0.14, -0.27, 0.24], [0.16, 0.24, 0.07], [-0.94, -0.49, 0.30], [0.84, -0.33, -0.84], [0.63, -0.73, 0.17], [0.11, 0.49, -0.80], [-0.73, -0.30, 0.59], [0.64, -0.02, -0.96], [0.92, 0.94, 0.21], [0.14, -0.13, -0.30], [0.04, 0.15, 0.20], [-0.18, -0.01, 0.10], [-0.24, -0.27, -1.10], [-0.22, 0.21, 0.87], [0.47, 0.06, 0.23]],
  "nbo_charge": [-0.621, -0.213, -0.662, -0.060, -0.861, 0.200, 0.217, 0.207, 0.163, 0.169, 0.382, 0.191, 0.179, 0.355, 0.354, -0.934, 0.467, 0.468, -0.934, 0.466, 0.468]
}

***

# 2
{
  "formula": "C4H5NO",
  "method": "wB97M-V/def2-TZVPD",
  "s_squared": 2.016,
  "gap_ev": [5.91, 9.18],
  "e_lumo_ev": [0.52, -2.05],
  "total_charge": 0,
  "multiplicity": 3,
  "elements": ["C", "C", "C", "C", "N", "O", "H", "H", "H", "H", "H"],
  "coordinates": [[-2.476133, -0.217408, 0.141070], [-0.096833, 0.851250, -0.351116], [-1.065679, -0.032265, 0.474916], [0.521664, -0.597369, -0.446218], [-3.591531, -0.262736, -0.121933], [1.500996, -0.850856, 0.400445], [-0.503754, 1.178029, -1.363559], [0.280335, 1.797617, 0.199610], [-0.711527, -0.029485, 1.562681], [0.322064, -1.132794, -1.306933], [1.486474, -1.780583, 0.802608]],
  "atomic_forces_ev_per_a": [[4.47, 0.99, 1.65], [-1.46, -1.87, -0.59], [-4.85, 3.63, 2.66], [3.47, 3.20, -1.51], [-1.89, -0.49, -0.71], [1.07, -2.11, 1.90], [0.40, -0.65, 1.39], [0.01, -2.25, -0.59], [-0.98, -0.71, -1.65], [-0.19, -1.35, -1.56], [-0.06, 1.61, -1.00]],
  "nbo_charge": [0.179, -0.510, -0.185, 0.119, -0.314, -0.669, 0.233, 0.259, 0.237, 0.163, 0.489]
}

***

# 3
{
  "formula": "C3H7N4",
  "method": "wB97M-V/def2-TZVPD",
  "smiles": "[H]/N=N/N1C=[NH+]CC1",
  "gap_ev": 9.84,
  "e_lumo_ev": -4.74,
  "total_charge": 1,
  "elements": ["H", "N", "N", "N", "C", "N", "C", "C", "H", "H", "H", "H", "H", "H"],
  "coordinates": [[3.800264, -0.497433, 0.203511], [2.850743, -0.544223, 0.111843], [2.160089, 0.418845, 0.018346], [0.596194, 0.073090, -0.372529], [0.006814, -1.048332, -0.250196], [-1.340320, -1.067986, -0.123469], [-1.688656, 0.349331, 0.169624], [-0.332862, 1.209832, -0.124927], [0.678888, -2.004939, -0.316908], [-1.789640, -1.804567, 0.430469], [-2.115001, 0.444640, 1.201107], [-2.609111, 0.832657, -0.432593], [-0.384207, 1.776695, -1.115807], [0.166807, 1.862385, 0.601524]],
  "atomic_forces_ev_per_a": [[3.36, 1.15, 0.83], [-5.30, -0.89, -1.35], [0.57, -0.45, -0.29], [0.80, 1.64, 1.07], [0.91, -4.24, -0.30], [1.44, 1.52, 0.44], [-2.38, 2.84, -0.04], [-0.27, -0.91, -1.93], [-1.56, 1.68, 0.33], [0.31, 0.25, -0.62], [0.96, -0.16, -0.56], [2.33, -1.57, 0.69], [-0.32, -0.65, 1.47], [-0.85, -0.22, 0.25]],
  "nbo_charge": [0.406, -0.282, 0.162, -0.282, 0.363, -0.539, -0.263, -0.250, 0.259, 0.445, 0.235, 0.253, 0.241, 0.252]
}

***

# 4
{
  "formula": "C5H17N2",
  "method": "wB97M-V/def2-TZVPD",
  "gap_ev": 9.38,
  "e_lumo_ev": -3.58,
  "total_charge": 1,
  "elements": ["C", "C", "C", "N", "H", "H", "H", "H", "H", "H", "H", "H", "H", "C", "C", "N", "H", "H", "H", "H", "H", "H", "H", "H"],
  "coordinates": [[-0.439766, -1.007800, -1.414623], [-0.630338, 0.359726, -2.050077], [-1.883503, 1.081702, -1.612561], [0.516955, 1.283621, -1.873228], [-1.017583, -1.823611, -1.855293], [0.593511, -1.361935, -1.428611], [-0.795947, -1.040128, -0.370481], [-0.686101, 0.235265, -3.132183], [-1.954874, 2.034278, -2.134967], [-2.787006, 0.532401, -1.885525], [-1.927562, 1.258814, -0.531762], [1.369823, 0.784648, -2.047094], [0.578226, 1.615661, -0.912163], [1.025920, -1.795242, 2.262110], [1.259731, -0.316694, 2.477408], [0.165269, 0.465999, 1.754575], [1.845134, -2.340244, 2.732593], [0.097950, -2.179280, 2.677445], [1.100893, -2.053393, 1.204473], [1.193657, -0.060607, 3.532295], [2.200439, 0.047865, 2.077182], [0.221429, 0.257030, 0.757016], [0.183026, 1.471540, 1.934847], [-0.734603, 0.098282, 2.082209]],
  "atomic_forces_ev_per_a": [[-0.23, -0.67, 0.63], [0.49, 0.50, -0.45], [-0.53, -0.06, -0.29], [-0.51, -0.36, 0.62], [-0.13, 0.28, -0.34], [0.08, 0.21, -0.08], [0.14, 0.21, 0.00], [-0.09, -0.16, -0.04], [0.11, 0.10, 0.16], [0.09, -0.15, 0.12], [0.12, 0.03, 0.03], [0.54, -0.10, -0.26], [-0.08, 0.19, -0.13], [0.78, -0.18, -0.35], [-0.42, 0.11, 0.13], [-0.08, -0.61, 0.72], [-0.07, 0.03, 0.14], [-0.14, 0.18, 0.04], [-0.21, 0.02, -0.03], [0.00, 0.16, -0.02], [0.09, -0.12, -0.02], [-0.07, 0.23, -0.29], [0.12, -0.05, -0.15], [0.01, 0.22, -0.15]],
  "nbo_charge": [-0.633, -0.076, -0.611, -0.798, 0.248, 0.214, 0.157, 0.212, 0.243, 0.231, 0.166, 0.359, 0.310, -0.653, -0.211, -0.687, 0.265, 0.234, 0.230, 0.232, 0.232, 0.449, 0.447, 0.440]
}

***

Total energy
In order: -382.6363 -285.1716 -337.1692 -309.9549
Unit: Eh
ΔE to the lowest compared entry with this formula, charge and spin
In order: 39.8 45.6 84.8 24.7
Unit: kcal per mole